Entry 1:
{"formula": "C22H47Cl18N2OS", "method": "ωB97M-V with the def2-TZVPD basis set", "species": ["O", "C", "C", "N", "S", "C", "C", "N", "H", "H", "H", "H", "H", "H", "H", "H", "H", "H", "H", "Cl", "C", "C", "Cl", "H", "H", "H", "H", "Cl", "C", "C", "Cl", "H", "H", "H", "H", "Cl", "C", "C", "Cl", "H", "H", "H", "H", "Cl", "C", "C", "Cl", "H", "H", "H", "H", "Cl", "C", "C", "Cl", "H", "H", "H", "H", "Cl", "C", "C", "Cl", "H", "H", "H", "H", "Cl", "C", "C", "Cl", "H", "H", "H", "H", "Cl", "C", "C", "Cl", "H", "H", "H", "H", "Cl", "C", "C", "Cl", "H", "H", "H", "H"], "xyz": [[6.010266, 1.148262, 0.917997], [5.442297, 1.144532, -0.355701], [3.931268, 0.963435, -0.293400], [3.319237, 1.894099, 0.645321], [1.636368, 1.598805, 0.760289], [3.605600, 3.300250, 0.307156], [5.042522, 3.579640, -0.161945], [5.640526, 2.495234, -1.009992], [6.871615, 1.570942, 0.935218], [5.903979, 0.367206, -0.977373], [3.687595, -0.073703, -0.049650], [3.563987, 1.172407, -1.316472], [1.328429, 1.792672, -0.544196], [2.869793, 3.712032, -0.404070], [3.486672, 3.874872, 1.234626], [5.702861, 3.695611, 0.695406], [5.089127, 4.500341, -0.754185], [5.199977, 2.451104, -1.932931], [6.635271, 2.685274, -1.154591], [0.088421, -2.609189, -0.387111], [-1.354732, -2.206262, 0.602310], [-2.183114, -1.107614, -0.002841], [-1.337919, 0.468939, 0.026820], [-1.001928, -1.938408, 1.592251], [-1.952961, -3.112536, 0.672261], [-3.094340, -1.003322, 0.586042], [-2.442796, -1.321450, -1.037362], [3.653968, 7.830871, 1.410109], [2.399718, 7.837904, 0.137197], [1.086144, 7.285150, 0.628859], [1.211156, 5.545376, 1.006474], [2.782447, 7.255643, -0.697394], [2.270710, 8.869620, -0.184245], [0.331057, 7.399762, -0.146678], [0.747119, 7.790816, 1.529125], [-6.964469, 0.363191, 3.481732], [-6.440261, 0.576005, 1.793431], [-6.396556, -0.747632, 1.074173], [-5.107024, -1.805099, 1.717385], [-5.467075, 1.061198, 1.803549], [-7.160008, 1.233238, 1.308515], [-6.193842, -0.596354, 0.015327], [-7.335751, -1.286352, 1.176716], [0.708364, 0.797096, -3.537338], [1.328568, -0.860572, -3.797034], [2.507766, -1.143619, -2.910466], [3.935828, -0.166488, -3.398113], [1.575584, -0.961801, -4.846516], [0.523907, -1.549604, -3.549798], [2.800951, -2.189501, -2.980086], [2.280863, -0.905913, -1.873311], [-2.350109, -3.190235, 3.735091], [-1.926079, -4.896787, 4.043029], [-2.120048, -5.748859, 2.814677], [-3.838139, -5.889611, 2.364686], [-2.542105, -5.240313, 4.869824], [-0.880800, -4.922589, 4.346327], [-1.748359, -6.754218, 3.005471], [-1.588326, -5.335288, 1.960531], [2.387692, -4.236765, -9.186960], [3.419668, -3.388765, -8.012710], [3.176307, -3.861923, -6.602233], [1.555323, -3.391935, -6.010448], [3.229024, -2.322672, -8.110658], [4.454441, -3.589822, -8.285780], [3.906590, -3.410583, -5.931671], [3.248760, -4.943787, -6.528485], [-8.115984, -3.473272, 3.426180], [-7.650753, -2.897462, 5.047175], [-8.064917, -3.858682, 6.131292], [-9.834656, -3.934015, 6.324548], [-8.102010, -1.918884, 5.189562], [-6.566957, -2.788180, 5.045115], [-7.652829, -3.528494, 7.083532], [-7.711668, -4.865515, 5.922618], [-8.757397, -2.519875, -2.426450], [-7.789434, -4.000678, -2.649350], [-6.799634, -4.192853, -1.530261], [-5.519110, -2.949413, -1.556662], [-7.291188, -3.929489, -3.612779], [-8.483285, -4.839299, -2.668989], [-6.308616, -5.159572, -1.625647], [-7.285984, -4.139538, -0.558868], [9.117626, 7.815911, 1.721250], [7.660478, 6.909104, 2.182115], [7.875915, 5.420543, 2.085257], [8.086493, 4.897805, 0.377807], [6.843841, 7.236296, 1.542258], [7.424891, 7.166090, 3.213774], [7.010168, 4.892609, 2.484727], [8.763988, 5.104907, 2.625614]], "forces_ev_per_angstrom": [[-0.6, 0.2, -0.2], [0.1, -0.5, 0.6], [0.0, 0.3, -0.1], [0.2, 0.0, -0.4], [0.2, -0.1, 0.2], [0.0, 0.0, 0.2], [-0.2, 0.4, 0.3], [0.0, -0.1, 0.0], [0.4, -0.2, -0.1], [-0.1, 0.4, -0.2], [0.0, 0.2, 0.1], [0.0, -0.3, 0.2], [-0.1, 0.0, 0.0], [0.3, -0.3, -0.1], [-0.1, 0.0, -0.3], [0.0, -0.1, -0.2], [0.0, -0.2, 0.2], [0.0, 0.1, 0.0], [0.0, 0.1, 0.0], [0.0, 0.0, 0.0], [0.0, 0.0, 0.0], [0.0, -0.1, 0.0], [-0.1, 0.1, 0.0], [0.1, 0.0, 0.0], [0.0, 0.0, 0.0], [0.2, 0.1, -0.1], [0.0, 0.0, 0.0], [0.0, 0.0, 0.0], [0.0, 0.0, -0.1], [0.0, 0.1, 0.0], [-0.2, 0.0, 0.0], [0.0, 0.0, 0.0], [0.0, 0.0, 0.1], [0.0, 0.0, 0.0], [0.0, 0.0, 0.0], [0.0, 0.1, 0.1], [0.0, -0.1, -0.1], [0.0, 0.0, -0.1], [-0.2, -0.1, 0.2], [0.0, 0.0, 0.0], [0.0, 0.0, 0.0], [0.0, 0.0, 0.0], [0.0, 0.0, 0.1], [0.0, 0.0, 0.0], [-0.1, 0.2, 0.1], [-0.1, -0.1, 0.1], [0.2, -0.1, -0.2], [0.0, 0.0, 0.0], [0.0, 0.0, 0.0], [0.0, 0.0, -0.1], [0.0, 0.0, 0.0], [0.0, 0.0, 0.1], [0.0, 0.0, 0.0], [0.0, 0.0, 0.0], [0.0, 0.0, 0.0], [0.0, 0.0, 0.0], [0.0, 0.0, 0.0], [0.0, 0.0, 0.0], [0.0, 0.0, 0.0], [0.0, 0.0, 0.0], [0.0, 0.0, 0.0], [0.1, 0.0, 0.0], [0.0, -0.1, 0.0], [0.0, 0.0, 0.0], [0.0, 0.0, 0.0], [0.0, 0.0, 0.0], [-0.1, 0.0, 0.0], [0.0, 0.0, -0.1], [0.1, 0.1, 0.0], [0.0, 0.0, 0.0], [0.0, 0.0, 0.0], [0.0, 0.0, 0.0], [0.0, 0.0, 0.0], [0.0, 0.0, 0.0], [0.0, 0.0, 0.0], [0.0, 0.0, 0.0], [0.0, 0.0, 0.0], [0.0, -0.1, 0.1], [0.1, 0.0, -0.1], [0.0, 0.0, 0.0], [0.0, 0.0, 0.0], [0.0, 0.0, 0.0], [0.0, 0.0, 0.0], [0.0, 0.0, 0.0], [0.0, 0.0, 0.0], [-0.1, 0.0, 0.1], [0.1, -0.1, -0.1], [0.0, 0.0, 0.0], [0.0, 0.0, 0.0], [0.0, 0.0, 0.0], [0.0, 0.0, -0.1]], "charge": 1, "spin_multiplicity": 1, "energy_ev": -264838.688, "mol_weight_g_mol": 1025.85, "homo_lumo_gap_ev": 8.755}



Entry 2:
{"formula": "C22H47IN4O9", "method": "ωB97M-V with the def2-TZVPD basis set", "species": ["N", "C", "C", "I", "C", "O", "O", "C", "O", "H", "H", "C", "O", "C", "C", "N", "C", "C", "O", "C", "H", "H", "H", "H", "H", "H", "H", "H", "H", "H", "H", "H", "H", "H", "H", "C", "O", "C", "C", "N", "C", "C", "O", "C", "H", "H", "H", "H", "H", "H", "H", "H", "H", "H", "H", "H", "H", "H", "H", "C", "O", "C", "C", "N", "C", "C", "O", "C", "H", "H", "H", "H", "H", "H", "H", "H", "H", "H", "H", "H", "H", "H", "H"], "xyz": [[3.379460, -3.044750, -1.721885], [1.942353, -2.493090, -1.619336], [1.405264, -1.165534, -2.076326], [2.523240, 0.462575, -3.089714], [-0.185386, -1.217914, -1.607136], [-0.884511, -0.064713, -1.697263], [-0.644009, -2.547122, -1.086916], [0.652444, -3.284295, -0.925125], [0.746713, -4.478200, -0.287568], [4.010329, -2.218744, -1.492034], [3.459724, -3.658052, -0.876669], [-4.254197, -2.171333, 5.434168], [-3.480590, -1.066950, 4.983305], [-2.153462, -1.427968, 4.578741], [-1.999017, -1.319349, 3.052715], [-2.756816, -2.366865, 2.360680], [-2.882491, -2.152279, 0.914386], [-3.619353, -0.881802, 0.442932], [-5.017281, -0.877012, 0.735482], [-5.344469, -0.447288, 2.049573], [-5.163490, -1.781752, 5.900362], [-4.551440, -2.806131, 4.595755], [-3.708586, -2.763139, 6.176032], [-1.864140, -2.421076, 4.945189], [-1.482255, -0.699763, 5.043338], [-0.937268, -1.411613, 2.790903], [-2.338999, -0.324324, 2.758455], [-3.693594, -2.413724, 2.755072], [-3.424969, -3.020001, 0.520424], [-1.882068, -2.177186, 0.465722], [-3.546587, -0.856921, -0.652288], [-3.142509, 0.040389, 0.792083], [-4.653487, 0.311990, 2.427199], [-5.381667, -1.304540, 2.724195], [-6.349528, -0.014270, 2.026931], [7.380785, -1.927779, 3.046293], [8.154392, -0.823396, 2.595430], [9.481521, -1.184414, 2.190866], [9.635966, -1.075795, 0.664840], [8.878167, -2.123311, -0.027195], [8.752492, -1.908725, -1.473489], [8.015630, -0.638248, -1.944943], [6.617702, -0.633458, -1.652392], [6.290514, -0.203734, -0.338302], [6.471493, -1.538198, 3.512487], [7.083542, -2.562577, 2.207880], [7.926396, -2.519585, 3.788157], [9.770842, -2.177522, 2.557315], [10.152728, -0.456209, 2.655463], [10.697714, -1.168060, 0.403029], [9.295984, -0.080770, 0.370580], [7.941389, -2.170170, 0.367197], [8.210013, -2.776447, -1.867450], [9.752915, -1.933632, -1.922153], [8.088396, -0.613367, -3.040163], [8.492473, 0.283943, -1.595791], [6.981495, 0.555544, 0.039325], [6.253316, -1.060986, 0.336320], [5.285454, 0.229284, -0.360944], [-7.461951, 3.014040, -0.808332], [-6.071527, 3.173399, -0.557863], [-5.280669, 2.065541, -1.007828], [-4.437932, 2.457754, -2.232724], [-5.275988, 2.655342, -3.419772], [-4.578786, 3.299854, -4.538754], [-4.030692, 4.723891, -4.312792], [-5.042781, 5.718427, -4.150355], [-5.559522, 5.825636, -2.831252], [-7.997305, 3.797593, -0.264858], [-7.681580, 3.132434, -1.872289], [-7.820412, 2.040611, -0.458721], [-5.889778, 1.174097, -1.204219], [-4.599297, 1.821676, -0.187516], [-3.707914, 1.664074, -2.436471], [-3.891676, 3.368060, -1.977384], [-6.073836, 3.235059, -3.169449], [-5.298418, 3.344903, -5.364909], [-3.762110, 2.646574, -4.868954], [-3.483657, 5.004806, -5.222330], [-3.298232, 4.773403, -3.499912], [-4.807384, 5.609699, -2.066910], [-6.425792, 5.171766, -2.715442], [-5.911441, 6.851716, -2.684704]], "forces_ev_per_angstrom": [[-3.2, 2.0, 2.3], [-1.3, 3.3, -0.9], [-0.3, -5.4, 2.3], [-1.5, -1.9, 1.3], [-1.3, 6.6, -1.4], [3.8, -8.5, 1.0], [5.0, 1.7, -1.2], [1.2, -5.6, 2.5], [-1.0, 8.6, -4.5], [-1.0, -1.1, -0.7], [-0.1, 0.3, -1.1], [-0.1, 0.4, -0.1], [0.2, -0.6, 0.1], [0.0, 0.5, -0.5], [-0.4, -0.5, 0.4], [0.0, 0.3, 0.1], [-0.2, 0.1, 0.2], [0.0, -0.5, -0.4], [0.4, 0.3, 0.2], [-0.3, -0.1, -0.3], [0.2, 0.1, -0.1], [0.0, -0.2, 0.1], [0.0, 0.0, -0.1], [-0.2, 0.0, -0.1], [0.0, 0.0, 0.0], [-0.1, 0.0, 0.0], [0.1, 0.2, 0.1], [0.3, 0.0, -0.1], [0.1, 0.1, -0.1], [-0.5, 0.1, 0.4], [0.0, 0.0, 0.2], [-0.1, 0.0, 0.2], [0.1, -0.1, 0.0], [0.1, 0.1, 0.2], [0.1, 0.0, -0.1], [-0.1, 0.4, 0.0], [0.2, -0.6, 0.1], [0.0, 0.5, -0.5], [-0.3, -0.5, 0.4], [0.0, 0.3, 0.0], [-0.3, 0.0, 0.2], [0.1, -0.4, -0.4], [0.3, 0.2, 0.1], [-0.3, -0.1, -0.2], [0.2, 0.0, -0.1], [0.0, -0.2, 0.1], [0.0, 0.0, -0.1], [-0.2, 0.1, -0.1], [0.0, 0.0, 0.0], [-0.1, 0.0, 0.0], [0.1, 0.2, 0.1], [0.3, 0.0, -0.1], [0.1, 0.2, -0.1], [-0.1, 0.1, 0.1], [-0.1, 0.0, 0.2], [-0.1, 0.0, 0.2], [0.0, -0.1, 0.0], [0.1, 0.1, 0.3], [0.1, 0.0, -0.1], [0.3, 0.3, 0.2], [-0.3, -0.4, -0.2], [0.5, 0.3, -0.2], [-0.7, -0.2, 0.1], [0.2, 0.2, 0.1], [-0.3, 0.2, 0.2], [-0.1, -0.1, -0.5], [0.4, -0.3, 0.3], [-0.2, 0.3, -0.3], [0.2, -0.1, 0.0], [-0.2, -0.2, -0.1], [0.0, 0.0, -0.1], [0.0, 0.2, 0.0], [0.0, 0.0, -0.1], [-0.1, 0.1, 0.0], [0.2, 0.0, 0.2], [0.2, -0.2, 0.0], [0.2, 0.1, 0.0], [0.0, 0.1, 0.1], [-0.1, 0.0, 0.1], [-0.2, 0.0, 0.1], [-0.1, -0.1, -0.1], [0.0, -0.1, 0.3], [0.1, -0.1, -0.1]], "spin_multiplicity": 1, "energy_ev": -56055.248, "mol_weight_g_mol": 638.54, "homo_lumo_gap_ev": 6.656}



Entry 3:
{"formula": "C22H47NOPS2", "method": "ωB97M-V with the def2-TZVPD basis set", "species": ["C", "C", "C", "C", "C", "C", "C", "C", "N", "C", "C", "C", "C", "C", "C", "C", "C", "C", "S", "S", "C", "C", "C", "P", "C", "C", "O", "H", "H", "H", "H", "H", "H", "H", "H", "H", "H", "H", "H", "H", "H", "H", "H", "H", "H", "H", "H", "H", "H", "H", "H", "H", "H", "H", "H", "H", "H", "H", "H", "H", "H", "H", "H", "H", "H", "H", "H", "H", "H", "H", "H", "H", "H", "H"], "xyz": [[0.393026, -0.201869, 6.071083], [-1.201469, -0.065204, 6.096434], [-1.936668, -1.483753, 6.096762], [-2.225492, -2.071731, 4.647726], [-2.991542, -1.086641, 3.673237], [-3.594402, -1.771519, 2.374822], [-2.459972, -2.413624, 1.411602], [-2.011740, -1.426246, 0.239365], [-0.550186, -1.236431, 0.074189], [0.218638, -2.500987, 0.083921], [1.748160, -2.219601, -0.319870], [1.859667, -1.688452, -1.829262], [1.647959, -2.946108, -2.786230], [0.733836, -2.675569, -4.052828], [-0.732201, -2.161153, -3.719057], [-0.864732, -0.563728, -3.728601], [-2.033015, -0.006389, -4.650254], [0.000067, -0.224126, 0.967222], [0.405778, -0.484404, 2.584723], [0.258055, 1.436268, 0.184190], [1.869548, 2.134695, 0.765098], [3.006073, 2.195309, -0.350231], [3.338735, 3.701654, -0.819033], [2.337667, 4.230290, -2.378264], [1.197755, 4.746163, -3.855610], [0.498424, 6.098212, -3.445401], [-0.685268, 6.102144, -3.050403], [0.906354, 0.703647, 5.618471], [0.813728, -0.358264, 7.118789], [0.738545, -1.113402, 5.473587], [-1.474513, 0.425453, 7.093137], [-1.601996, 0.632960, 5.299756], [-2.880430, -1.428714, 6.732399], [-1.243343, -2.231794, 6.613041], [-1.210990, -2.370917, 4.212944], [-2.777595, -3.062194, 4.798478], [-2.353731, -0.210162, 3.319237], [-3.878210, -0.660514, 4.259550], [-4.372248, -2.576299, 2.598511], [-4.151852, -0.994449, 1.748138], [-1.632905, -2.747683, 2.099014], [-2.985703, -3.295115, 0.907406], [-2.443862, -0.400514, 0.505324], [-2.538817, -1.729904, -0.720919], [0.258112, -3.035724, 1.080510], [-0.286147, -3.194890, -0.661239], [2.258889, -3.244397, -0.302886], [2.297418, -1.582316, 0.431032], [1.087454, -0.872210, -1.938892], [2.866262, -1.232851, -2.067170], [1.210141, -3.791408, -2.172859], [2.684021, -3.298725, -3.107781], [1.257577, -2.016178, -4.820410], [0.606987, -3.686206, -4.577863], [-1.137078, -2.577273, -2.740703], [-1.446418, -2.549573, -4.524666], [-0.971728, -0.238398, -2.638698], [0.130791, -0.161268, -4.116883], [-2.160116, 1.095730, -4.384048], [-3.004871, -0.575412, -4.513464], [-1.675307, -0.114082, -5.729471], [2.243377, 1.489000, 1.612130], [1.663073, 3.209266, 1.086908], [2.838522, 1.503560, -1.232903], [3.966717, 1.823044, 0.151562], [4.458672, 3.841394, -1.018887], [3.091719, 4.419234, 0.035210], [3.105490, 5.478384, -2.456618], [1.355120, 4.858087, -1.488331], [1.632295, 2.952565, -2.305457], [3.312899, 3.635773, -3.289659], [0.384814, 3.954951, -3.925125], [1.785293, 4.813137, -4.821036], [1.046892, 7.097453, -3.524499]], "forces_ev_per_angstrom": [[0.1, -0.3, -0.2], [0.1, -0.1, 1.1], [0.4, 0.1, -0.2], [0.6, -0.2, 0.2], [-0.9, -0.2, 0.0], [0.3, 0.0, -0.8], [-1.5, 0.0, 0.2], [-1.0, 0.8, 1.1], [-0.1, 0.2, 0.7], [1.4, 0.0, -0.1], [0.0, -0.9, -0.9], [-0.1, -0.4, 0.6], [0.1, 0.6, -0.2], [-0.1, -1.2, -0.1], [-0.4, 0.5, -0.8], [0.3, -0.5, 0.4], [0.9, 0.1, 0.3], [0.8, 0.7, 0.9], [-0.3, 0.1, -2.0], [-0.1, -1.7, -0.1], [0.8, 0.2, 0.2], [1.4, 0.6, 0.3], [0.6, -0.5, 0.7], [0.1, -0.2, 0.7], [-1.2, 1.4, -0.4], [-1.8, -1.6, -0.5], [2.6, 0.4, -0.7], [-0.7, -1.1, 0.6], [-0.7, 0.3, -1.2], [-0.6, 1.2, 0.6], [0.4, -0.5, -1.3], [0.6, -1.0, 0.7], [1.0, 0.0, -1.0], [-0.9, 1.0, -0.5], [-1.3, 0.5, 0.4], [0.4, 1.4, -0.4], [-0.6, -1.2, 0.7], [1.2, -0.4, -0.7], [1.1, 1.0, 0.1], [0.6, -0.8, 0.9], [-0.7, 0.2, -1.1], [1.1, 0.8, 0.8], [0.6, -1.2, -0.5], [1.0, 0.2, 0.9], [-0.3, 0.7, -0.9], [0.7, 0.9, 0.8], [-0.5, 1.3, 0.1], [-0.9, -0.5, -0.8], [0.8, -1.0, -0.1], [-1.1, -0.4, 0.5], [0.3, 0.9, -0.8], [-1.3, 0.4, 0.2], [-0.7, -0.6, 1.1], [0.3, 1.2, 0.6], [0.7, 0.4, -1.1], [1.0, 0.4, 1.0], [0.1, -0.1, -1.5], [-1.4, -0.3, 0.6], [-0.1, -1.5, -0.6], [1.1, 0.7, -0.1], [-0.7, 0.2, 1.3], [-0.7, 0.9, -0.7], [0.1, -1.6, -0.1], [-0.1, 0.9, 1.0], [-1.3, 0.2, -0.5], [-1.3, -0.4, 0.2], [0.2, -0.8, -1.0], [0.0, 0.3, 0.0], [-0.2, 0.1, 0.2], [-0.3, -0.2, 0.0], [0.3, -0.3, -0.2], [0.9, 1.0, 0.0], [-0.6, 0.1, 1.0], [-0.2, -1.1, 0.2]], "charge": -1, "spin_multiplicity": 1, "energy_ev": -58067.227, "mol_weight_g_mol": 436.73, "homo_lumo_gap_ev": 5.509}



> Number 2 is which compound?

C22H47IN4O9